(1)
12
Properties=species:S:1:pos:R:3 method="wB97M-V/def2-TZVPD" lumo_energy_ev="-3.92 / -3.92" homo_energy_ev="-9.6 / -9.6"
S -0.565 0.329 -2.490
P 0.081 0.047 -0.694
F -1.178 -1.182 1.340
F -0.134 2.602 -0.101
F -0.026 1.397 1.686
F -1.840 1.436 0.525
F -1.755 -1.898 -0.605
F 0.134 -2.488 0.225
O 2.986 -0.431 -0.015
C -0.508 1.459 0.461
C -0.723 -1.494 0.131
H 3.529 0.223 -0.462


(2)
10
Properties=species:S:1:pos:R:3 method="wB97M-V/def2-TZVPD" lumo_energy_ev=0.11 homo_energy_ev=-10.9 smiles=FPC(F)(F)C(F)(F)F
P -1.497 -0.703 -0.771
F 1.233 -1.019 -0.912
F -0.154 1.750 -0.741
F 2.283 0.702 -0.180
F -1.409 -1.672 0.537
F 1.391 -0.710 1.111
F -0.600 0.968 1.191
C -0.113 0.550 -0.113
C 1.251 -0.105 0.009
H -2.386 0.239 -0.131


(3)
6
Properties=species:S:1:pos:R:3 method="wB97M-V/def2-TZVPD" lumo_energy_ev=-2.00 homo_energy_ev=-9.6
I -2.799 -0.511 -0.081
I 0.180 2.399 -0.034
F 0.204 -1.888 0.143
C 0.717 0.395 -0.032
C -0.088 -0.617 0.128
H 1.785 0.222 -0.123


(4)
8
Properties=species:S:1:pos:R:3 method="wB97M-V/def2-TZVPD" lumo_energy_ev=-2.22 homo_energy_ev=-12.0
F 0.029 0.065 -1.707
O -1.645 1.380 -0.114
O -0.885 0.199 1.555
N 1.280 -2.231 0.448
N -0.899 0.555 0.341
C 0.176 -0.013 -0.379
C 0.745 -1.264 0.096
H 1.198 1.309 -0.239


ΔE to the lowest compared entry with this formula, charge and spin for every record listed, in sequence, given in kJ/mol: 412.73; 17.89; 121.02; 625.56.